1.
{"formula": "C35H48FNO7P", "method": "ωB97M-V with the def2-TZVPD basis set", "orbital_gap_ev": 2.538, "spin_multiplicity": 1, "charge": -1, "e_lumo_ha": 0.005, "energy_ev": -64884.4646, "species": ["C", "C", "C", "C", "C", "C", "C", "C", "C", "C", "O", "C", "C", "C", "N", "C", "C", "C", "C", "C", "C", "C", "C", "C", "C", "C", "C", "C", "O", "C", "C", "C", "C", "C", "F", "C", "P", "O", "O", "O", "C", "C", "O", "H", "H", "H", "H", "H", "H", "H", "H", "H", "H", "H", "H", "H", "H", "H", "H", "H", "H", "H", "H", "H", "H", "H", "H", "H", "H", "H", "H", "H", "H", "H", "H", "H", "H", "H", "H", "H", "H", "H", "H", "H", "H", "H", "H", "H", "C", "O", "H", "H", "H"], "xyz": [[3.74272, -6.70644, 3.58530], [3.70789, -5.42146, 3.25752], [3.55773, -3.91947, 2.66069], [2.99689, -3.97822, 1.15423], [2.13150, -5.24581, 0.69877], [1.56416, -5.36880, -0.79096], [1.87468, -4.23432, -1.86873], [2.70985, -2.99338, -1.38819], [3.26801, -2.83249, 0.10519], [4.09441, -1.47041, 0.45719], [5.10832, -1.48965, 1.22675], [3.53429, -0.13905, -0.29675], [3.47167, 1.29503, 0.34724], [4.01792, 1.41879, 1.88103], [2.90953, 0.89888, 2.75985], [2.88110, 2.57578, -0.41889], [2.84647, 4.00542, 0.34411], [1.94185, 3.97544, 1.70872], [0.77135, 5.08673, 1.74310], [-0.58083, 4.34230, 1.20481], [-1.52490, 3.77429, 2.38442], [-2.39662, 2.53421, 1.74479], [-3.15176, 1.83261, 2.98496], [-4.11138, 0.59235, 2.59073], [-3.58669, -0.31840, 1.35944], [-4.69755, -0.23925, 0.18718], [-4.12868, -0.41596, -1.31757], [-4.64725, -1.79309, -2.04261], [-3.64246, -2.84411, -2.02404], [-4.22539, -4.15327, -2.23046], [2.34382, 2.37706, -1.91983], [1.79729, 3.68416, -2.67892], [0.31874, 4.16770, -2.23760], [-0.78415, 2.99752, -2.12903], [-1.66728, 3.14025, -3.30580], [2.36067, 0.92973, -2.61252], [1.70264, 0.58983, -4.34728], [0.67625, 1.63990, -4.85682], [3.06850, 0.61874, -5.41790], [0.87753, -0.93756, -4.44224], [2.96982, -0.29961, -1.78909], [3.07324, -1.80008, -2.40363], [3.44984, -2.07114, -3.59085], [4.20046, -7.75802, 3.75811], [2.84279, -3.29192, 3.30447], [4.60873, -3.43760, 2.75680], [1.85492, -6.11352, 1.40158], [0.93089, -6.25384, -1.15967], [1.48860, -4.29182, -2.94596], [5.03084, 0.89571, 2.04033], [4.17546, 2.52862, 2.18944], [3.24485, 0.70396, 3.71647], [2.45423, 0.06154, 2.35096], [2.44588, 4.86884, -0.29857], [3.96328, 4.26147, 0.57156], [1.50695, 2.91903, 1.92314], [2.69562, 4.20222, 2.57219], [0.64599, 5.45773, 2.83409], [1.02302, 5.98900, 1.06711], [-1.20890, 5.07120, 0.56551], [-0.20687, 3.45540, 0.54787], [-2.19335, 4.55960, 2.89234], [-0.81043, 3.30081, 3.17792], [-1.59162, 1.80422, 1.32007], [-3.08601, 2.94133, 0.92094], [-3.84984, 2.65144, 3.44497], [-2.45500, 1.50681, 3.84640], [-4.16123, -0.09316, 3.53584], [-5.21794, 0.89513, 2.38896], [-2.50715, -0.11369, 1.02422], [-3.59754, -1.42175, 1.74610], [-5.36148, 0.71690, 0.24001], [-5.43759, -1.12317, 0.37897], [-2.98957, -0.31313, -1.42442], [-4.61305, 0.43919, -1.95023], [-5.61594, -2.20437, -1.56230], [-4.90559, -1.60172, -3.16281], [-5.04910, -4.42900, -1.46676], [-3.38514, -4.95161, -2.09329], [-4.67173, -4.31335, -3.29072], [2.52359, 4.55297, -2.38958], [1.87125, 3.62003, -3.84055], [-0.05580, 4.90762, -3.05988], [0.43690, 4.79953, -1.28275], [-0.36376, 1.93379, -2.03947], [-1.46928, 3.24864, -1.21864], [3.59099, -0.21743, -5.28202], [-0.07984, -0.71839, -4.55803], [-3.45927, -4.66104, 1.27098], [-3.60252, -3.66155, 2.13767], [-2.53869, -5.27764, 1.35514], [-4.23996, -5.45175, 1.27427], [-3.43473, -4.39797, 0.19485]], "lowdin_charge": [0.05, -0.11, -0.16, -0.09, 0.02, -0.01, 0.02, -0.04, 0.01, -0.23, 0.02, 0.01, -0.02, -0.22, -0.02, -0.03, -0.15, -0.21, -0.20, -0.24, -0.21, -0.21, -0.23, -0.21, -0.20, -0.21, -0.16, -0.22, -0.25, -0.17, -0.06, -0.18, -0.15, -0.13, -0.14, -0.10, 0.69, -0.35, -0.19, -0.20, 0.00, -0.26, 0.01, 0.05, 0.12, 0.11, 0.09, 0.09, 0.11, 0.11, 0.10, 0.08, 0.07, 0.09, 0.12, 0.11, 0.11, 0.11, 0.10, 0.11, 0.09, 0.11, 0.12, 0.11, 0.12, 0.11, 0.11, 0.11, 0.10, 0.10, 0.09, 0.10, 0.12, 0.11, 0.10, 0.12, 0.12, 0.10, 0.10, 0.09, 0.11, 0.12, 0.13, 0.08, 0.12, 0.10, 0.06, 0.08, -0.51, -0.41, 0.02, 0.02, 0.00]}

2.
{"formula": "C35H48FeN6O3S", "method": "ωB97M-V with the def2-TZVPD basis set", "orbital_gap_ev": [5.962, 7.650], "spin_multiplicity": 5, "s_squared": 6.4678, "e_lumo_ha": [0.020, 0.021], "energy_ev": -97381.6330, "species": ["Fe", "N", "C", "O", "C", "C", "H", "H", "H", "H", "H", "H", "C", "C", "C", "C", "C", "C", "C", "C", "N", "C", "C", "C", "C", "N", "C", "C", "C", "C", "C", "C", "C", "C", "H", "H", "H", "H", "H", "H", "H", "H", "H", "H", "H", "H", "H", "H", "H", "H", "H", "H", "H", "H", "H", "H", "H", "H", "N", "C", "C", "C", "C", "C", "C", "H", "H", "H", "H", "H", "H", "H", "C", "O", "C", "O", "H", "H", "H", "C", "N", "C", "C", "N", "C", "S", "H", "H", "H", "H", "H", "H", "H", "H"], "xyz": [[-0.01631, 0.26900, 0.27576], [-1.09431, 1.46671, 4.52355], [-0.47220, 1.47417, 3.32265], [-0.63199, 0.55262, 2.53539], [0.42742, 2.66196, 3.06549], [1.24391, 2.51928, 1.79278], [-1.77504, 0.74853, 4.70309], [-1.03690, 2.25287, 5.14486], [1.08065, 2.78396, 3.93207], [-0.21312, 3.54510, 3.00673], [1.95691, 1.69712, 1.89053], [1.82862, 3.43300, 1.62863], [-3.85689, 0.69266, 2.44225], [-3.91528, 1.41885, 1.12442], [-4.81740, 2.47616, 1.01532], [-4.93440, 3.20981, -0.14982], [-4.12126, 2.89055, -1.22821], [-3.20757, 1.85060, -1.15127], [-2.32146, 1.54195, -2.31635], [-3.11109, 1.09103, 0.02335], [-2.16276, 0.04591, 0.07656], [-2.56590, -1.17871, 0.41167], [-4.00373, -1.61329, 0.30903], [-1.60716, -2.14158, 0.81277], [-2.10634, -3.48358, 1.27783], [-0.31345, -1.81341, 0.84369], [0.67321, -2.80297, 1.06499], [0.85247, -3.87756, 0.17700], [-0.09529, -4.20505, -0.94409], [1.94518, -4.72597, 0.35479], [2.83673, -4.54968, 1.39531], [2.62739, -3.51359, 2.29234], [1.55985, -2.64066, 2.14435], [1.37414, -1.53378, 3.13571], [-3.78952, 1.41822, 3.25590], [-3.00615, 0.02111, 2.50917], [-4.76699, 0.11009, 2.60405], [-5.43453, 2.71862, 1.87290], [-5.64758, 4.02031, -0.21949], [-4.19029, 3.45550, -2.15056], [-2.54488, 2.20787, -3.15143], [-2.42979, 0.50761, -2.64587], [-1.27529, 1.66611, -2.03681], [-4.63747, -0.80888, -0.05712], [-4.40943, -1.95008, 1.26527], [-4.09381, -2.45214, -0.38479], [-2.83260, -3.36229, 2.08488], [-1.29355, -4.10051, 1.65306], [-2.60956, -4.03866, 0.48314], [-0.77832, -3.39784, -1.18100], [-0.69203, -5.08299, -0.68480], [0.46356, -4.44326, -1.84962], [2.08096, -5.54279, -0.34451], [3.67935, -5.21785, 1.51400], [3.30555, -3.37007, 3.12455], [1.96793, -1.72894, 4.02869], [0.32883, -1.42124, 3.41524], [1.69280, -0.58078, 2.70962], [2.66418, -0.48136, 0.25809], [4.04214, -0.24630, 0.29204], [4.93796, -1.31505, 0.35260], [6.29843, -1.07495, 0.44058], [6.79211, 0.22248, 0.46482], [5.89952, 1.28203, 0.39613], [4.53475, 1.05686, 0.31374], [2.40291, -1.40036, -0.07004], [2.17996, 0.25229, -0.23866], [4.55604, -2.32830, 0.34221], [6.98053, -1.91459, 0.48734], [7.85565, 0.40422, 0.53099], [6.26611, 2.30099, 0.40684], [3.84388, 1.88901, 0.24373], [-0.82374, 4.10930, -0.34054], [-0.79014, 3.02829, 0.58249], [0.36336, 2.27056, 0.59448], [0.88239, 1.91034, -0.54453], [-0.28248, 4.97648, 0.05267], [-1.87126, 4.36522, -0.48247], [-0.39157, 3.81663, -1.29958], [-0.58847, -1.14668, -5.18693], [-0.06165, 0.05510, -4.59521], [0.43191, 1.14305, -5.42255], [0.92896, 2.14026, -4.37201], [1.13426, 1.27773, -3.22160], [0.44017, 0.12949, -3.34664], [0.25186, -1.04097, -2.14467], [-1.38151, -0.88700, -5.88827], [-0.99435, -1.77580, -4.39797], [0.19166, -1.70118, -5.71807], [-0.36841, 1.54355, -6.04661], [1.24240, 0.79434, -6.07375], [0.17669, 2.90750, -4.15899], [1.85537, 2.62837, -4.67223], [1.28656, 1.63936, -2.28509]], "lowdin_charge": [0.64, 0.19, -0.48, 0.01, -0.09, -0.10, 0.11, 0.11, 0.13, 0.13, 0.10, 0.13, -0.05, -0.21, -0.06, -0.09, -0.07, -0.22, -0.04, -0.21, 0.05, -0.31, -0.03, -0.31, -0.03, 0.02, -0.24, -0.22, -0.08, -0.06, -0.10, -0.07, -0.22, -0.04, 0.07, 0.06, 0.08, 0.11, 0.10, 0.11, 0.08, 0.08, 0.04, 0.08, 0.08, 0.09, 0.08, 0.08, 0.08, 0.03, 0.08, 0.08, 0.11, 0.10, 0.11, 0.08, 0.07, 0.06, 0.12, -0.29, -0.03, -0.10, -0.12, -0.10, -0.04, 0.07, 0.02, 0.10, 0.10, 0.09, 0.10, 0.10, -0.05, -0.10, -0.57, -0.16, 0.09, 0.09, 0.08, -0.06, -0.16, -0.12, -0.13, 0.04, -0.77, 0.79, 0.09, 0.06, 0.10, 0.12, 0.13, 0.11, 0.12, 0.09]}